No. 1
78
Properties=species:S:1:pos:R:3:forces:R:3 method="wB97M-V/def2-TZVPD" e_lumo_ha=-0.00485 de_lowest_ev=25.2140 e_tot_ha=-3716.43515 orbital_gap_ev=3.13
C 13.9641 -10.6490 -38.4263 0.003 -0.900 0.285
C 14.7132 -11.8232 -37.9280 1.433 -2.712 1.101
N 15.2849 -12.7870 -37.5300 -7.157 6.090 -2.595
H 13.4056 -10.2080 -37.6007 0.247 0.151 0.034
H 13.2201 -11.0441 -39.1180 0.108 0.257 -0.277
H 14.6346 -9.9255 -38.8902 -0.161 -0.019 0.030
C 19.2611 -8.6601 -36.4147 0.639 2.418 0.625
C 18.5360 -8.0379 -35.2501 4.813 -3.709 -7.808
N 18.0290 -7.6269 -34.3736 -3.929 3.176 6.660
H 19.4404 -7.9131 -37.1880 -0.299 0.230 -0.045
H 18.6341 -9.4500 -36.8282 1.503 1.359 0.420
H 20.2657 -8.9833 -36.1419 -0.576 0.682 0.335
C 17.2157 -12.5116 -36.3731 2.323 1.142 0.933
C 17.2134 -11.0868 -36.5763 -1.869 0.314 1.191
N 17.1608 -9.9388 -36.7308 -3.310 -2.205 2.670
H 17.7420 -12.7921 -35.4608 -0.114 1.614 -0.303
H 17.8075 -12.9507 -37.1762 -0.303 0.149 0.034
H 16.2394 -12.9887 -36.2885 0.880 0.484 0.709
C 18.4096 -14.4886 -34.7754 1.355 -7.434 -3.391
S 18.7696 -16.2560 -35.1682 4.681 -0.536 -0.237
O 17.7610 -16.8455 -36.1765 14.418 2.480 1.643
C 20.3087 -15.9778 -36.1676 1.515 0.734 0.796
H 17.8077 -14.1536 -35.6201 0.639 -1.318 0.649
H 19.2765 -13.8510 -34.6017 -1.067 -2.644 0.154
H 17.8303 -14.6023 -33.8591 0.707 -3.762 -1.090
H 20.0815 -15.3773 -37.0484 -0.506 -0.111 0.486
H 20.8741 -16.8424 -36.5154 -0.678 -0.664 0.225
H 21.0375 -15.4050 -35.5940 0.025 -0.037 -0.097
C 14.0445 -16.0436 -37.3913 -0.126 -0.122 1.230
S 15.6843 -15.7500 -36.5076 -2.479 -1.470 -1.394
O 16.3421 -17.1452 -36.2983 -16.459 -0.992 -2.390
C 16.6069 -14.8443 -37.8726 -5.649 -4.311 1.487
H 13.4812 -16.6959 -36.7240 0.060 0.273 0.505
H 14.1158 -16.7119 -38.2494 0.545 0.765 -0.525
H 13.4932 -15.1059 -37.4614 -0.115 0.090 -0.692
H 16.3689 -15.4114 -38.7725 -0.011 -0.126 -0.320
H 17.6924 -14.8867 -37.7832 -2.964 -3.086 2.708
H 16.2448 -13.8197 -37.9574 0.914 -2.201 -0.368
C 15.8034 -11.4697 -33.8257 -1.111 0.289 0.660
S 17.2500 -12.0772 -32.8797 -2.177 2.513 -1.023
O 17.6152 -13.3341 -33.6989 -2.692 7.755 5.280
C 18.3549 -10.7234 -33.4192 -2.218 -1.017 1.732
H 15.0488 -12.2537 -33.8875 0.165 -0.292 0.380
H 15.9291 -11.1430 -34.8579 0.704 -0.020 0.503
H 15.3502 -10.6345 -33.2917 0.042 0.066 0.142
H 19.2527 -10.9738 -32.8540 -2.213 0.591 1.152
H 17.9748 -9.7255 -33.2006 -0.135 -0.189 0.019
H 18.5919 -10.8739 -34.4724 -0.897 0.217 0.296
C 20.9119 -14.5016 -39.2760 -1.007 -0.152 -0.453
S 19.0935 -14.5652 -39.6310 0.998 1.126 0.249
O 18.4686 -14.2631 -38.2752 9.042 4.360 -4.244
C 18.7836 -12.9178 -40.4294 0.263 -0.920 -0.399
H 21.3955 -14.8019 -40.2055 0.433 0.663 0.068
H 21.1710 -15.2222 -38.5003 -0.436 -0.204 -0.241
H 21.0660 -13.5250 -38.8169 0.460 0.126 -0.584
H 17.6995 -12.8284 -40.4991 -0.092 -0.177 0.462
H 19.0956 -12.8183 -41.4690 0.576 -0.192 0.155
H 19.1835 -12.1378 -39.7814 0.332 -0.654 -0.570
C 17.1309 -8.5068 -41.0599 -0.847 -0.267 1.357
S 18.5219 -9.5290 -40.3700 -0.741 -1.233 -3.244
O 19.6870 -8.6868 -40.0152 -0.405 0.370 1.309
C 17.7588 -10.4171 -38.9563 1.180 2.211 -1.495
H 17.4200 -7.7448 -41.7837 0.481 -0.412 0.077
H 16.5066 -8.0335 -40.3020 0.485 0.454 0.482
H 16.3817 -9.1833 -41.4712 0.478 -0.421 -0.543
H 18.4741 -11.2181 -38.7699 -0.449 0.516 0.515
H 16.7475 -10.8164 -39.0340 0.214 0.192 -0.651
H 17.7626 -9.6765 -38.1566 0.222 -0.243 -1.805
C 20.0746 -11.2206 -36.3834 0.558 -0.774 0.124
S 20.2932 -12.5630 -35.1865 3.688 2.150 -0.811
O 21.4911 -13.4446 -35.5302 -1.378 1.906 0.438
C 20.7758 -11.4063 -33.8090 2.467 -0.420 -2.496
H 20.0480 -11.6173 -37.3983 0.337 -0.166 0.082
H 20.7970 -10.4139 -36.2585 0.270 -0.956 -0.282
H 19.0755 -10.8257 -36.1994 0.995 -0.560 0.229
H 19.9581 -10.6862 -33.7793 3.369 -0.370 -0.605
H 21.6908 -10.9182 -34.1447 0.340 -0.261 0.097
H 20.9813 -12.0474 -32.9517 -0.337 0.347 0.261

No. 2
73
Properties=species:S:1:pos:R:3:forces:R:3 method="wB97M-V/def2-TZVPD" e_lumo_ha="-0.06840 / -0.07180" de_lowest_ev=3.3057 spin_multiplicity=4 e_tot_ha=-2177.52104 orbital_gap_ev="5.13 / 8.97" total_charge=+1
Ti -0.7109 0.0140 -0.9025 0.786 -0.771 -0.015
C -0.3495 -3.2503 -5.2819 -0.371 0.004 -0.996
O -1.0243 -3.4305 -4.0782 1.392 0.075 1.255
C -1.8265 -2.3568 -3.6793 -3.258 -1.527 0.926
C -2.2621 -2.6240 -2.1544 2.365 1.580 -2.315
N -1.0076 -2.3971 -1.4047 -0.933 -0.184 1.278
C -1.1498 -2.7210 0.0513 -1.206 0.116 -1.655
C 0.1278 -2.6233 0.7628 0.651 1.403 -0.056
O 0.7097 -1.2627 0.6009 0.022 -2.012 0.498
C 2.1076 -1.3433 0.8978 0.587 0.295 -0.579
H 0.3676 -2.4295 -5.2705 0.140 0.088 0.196
H -1.0962 -3.0457 -6.0492 -0.009 0.186 -0.404
H 0.1410 -4.1763 -5.5821 0.066 0.031 0.344
H -2.7627 -2.5634 -4.1978 -0.564 0.416 -0.364
H -1.6041 -1.3298 -3.9690 1.083 -0.041 0.444
H -2.6425 -3.6455 -2.1447 -0.180 0.029 0.399
H -2.9550 -1.8310 -1.8732 -0.345 -0.396 0.106
H -0.3243 -3.0100 -1.8263 0.382 -0.077 -0.056
H -1.5173 -3.7287 0.2447 -0.090 -0.413 -0.239
H -1.9533 -2.0720 0.3997 0.224 0.250 0.372
H 0.7884 -3.3630 0.3105 0.418 0.051 0.219
H -0.0750 -2.8600 1.8073 0.530 0.160 0.225
H 2.7001 -1.8895 0.1638 -0.490 -0.576 -0.526
H 2.3330 -1.8488 1.8369 -0.315 0.400 0.327
H 2.5823 -0.3661 0.8094 -0.522 0.302 0.614
C 4.6793 -0.1653 6.1049 -0.322 -0.844 -0.665
O 3.6696 -0.2625 5.0881 1.021 0.438 0.718
C 2.9274 0.9287 5.1032 -0.703 -0.527 -1.467
C 1.7444 0.6525 4.1833 -1.133 -0.391 1.297
N 0.7285 1.6810 4.4213 0.913 1.005 -1.774
C 0.4987 2.5699 3.2543 -0.572 -0.825 0.370
C -0.2662 1.9117 2.0567 -1.728 1.748 2.472
O 0.3263 1.5317 0.8850 1.452 -0.118 -2.465
C 1.3857 2.3630 0.3523 -0.531 0.789 0.561
H 5.5684 0.3533 5.7462 -0.141 0.533 0.089
H 5.0227 -1.1753 6.3284 -0.257 -0.017 0.216
H 4.1805 0.3051 6.9523 0.658 -0.019 0.373
H 3.4619 1.8047 4.7355 0.506 0.090 -0.094
H 2.5758 1.1955 6.0998 -0.217 -0.215 0.134
H 1.3053 -0.2991 4.4828 0.137 -0.220 0.398
H 1.9716 0.4259 3.1415 0.379 0.728 -0.235
H -0.1499 1.2909 4.7316 0.016 0.038 -0.151
H 1.3419 3.1205 2.8371 0.673 -0.442 0.620
H -0.1109 3.3824 3.6499 -0.364 -0.058 -0.219
H -1.0281 2.6774 1.9112 -0.298 0.321 -0.935
H -0.8746 1.0973 2.4499 0.396 -0.546 -0.163
H 2.1993 2.3929 1.0770 0.484 -0.529 -0.603
H 1.1679 3.4190 0.1924 -1.030 0.444 0.736
H 1.5906 2.1602 -0.6989 0.407 -1.332 0.472
C 2.2437 0.5054 -2.7908 1.740 -0.412 -0.232
O 0.8949 0.2716 -3.0849 -0.990 0.143 -0.560
C 0.2679 1.2368 -3.9896 0.964 1.391 1.712
C -0.6006 2.1930 -3.0858 0.382 -1.968 -0.985
N -1.7302 1.3404 -2.5398 1.603 1.252 -0.301
C -2.4831 2.0652 -1.5374 -1.958 -0.899 0.341
C -3.5960 1.1394 -0.9022 0.833 0.458 1.046
O -3.0353 0.1133 -0.0082 -0.588 0.303 -0.954
C -4.0196 -0.2003 0.9911 0.190 0.329 0.623
H 2.5739 1.5301 -2.6204 -0.790 0.392 0.728
H 2.9987 0.2558 -3.5364 -0.583 -0.455 -1.177
H 2.5756 -0.1834 -2.0140 -0.545 0.377 0.589
H -0.2317 0.8004 -4.8545 -0.173 -0.445 0.427
H 1.0852 1.8522 -4.3658 -0.036 0.064 -0.381
H -0.9263 3.0731 -3.6404 -0.352 0.003 -0.173
H 0.1009 2.5498 -2.3317 -0.395 -0.166 0.457
H -2.3410 1.3223 -3.3439 -0.296 -0.846 -0.252
H -3.0573 2.8309 -2.0589 -0.105 0.709 0.359
H -1.7823 2.4829 -0.8145 -0.303 0.070 0.250
H -4.2930 0.7225 -1.6292 0.543 -0.548 -0.551
H -4.3039 1.6966 -0.2886 0.386 0.712 0.150
H -3.8304 -1.1044 1.5698 0.578 -0.212 -0.542
H -5.0271 -0.2990 0.5871 0.066 0.078 -0.267
H -3.9958 0.5987 1.7322 -0.281 0.226 0.009

No. 3
81
Properties=species:S:1:pos:R:3:forces:R:3 method="wB97M-V/def2-TZVPD" e_lumo_ha=-0.00144 e_tot_ha=-6907.59437 orbital_gap_ev=9.36 smiles="C[N+](=O)[O-].C[N+](=O)[O-].C[N+](=O)[O-].C[N+](=O)[O-].BrCCBr.CCOCC.CCOCC.CCOCC"
C 1.5564 5.0683 -2.7887 -1.132 0.089 -0.198
N 2.0511 4.8131 -4.1638 1.927 -1.473 -0.305
O 1.3586 4.9310 -5.1429 -0.715 0.505 0.303
O 3.2133 4.4044 -4.2197 -0.597 0.488 0.217
H 1.9075 4.2808 -2.1218 0.387 0.372 -0.207
H 0.4690 5.0046 -2.8298 0.082 0.268 -0.030
H 1.8770 6.0793 -2.5372 0.048 -0.255 0.241
C -2.1174 -6.1680 -6.3947 0.792 0.486 0.910
N -2.0946 -5.4952 -5.0146 3.088 0.195 1.726
O -1.0155 -5.4755 -4.3704 -1.098 -0.660 -1.966
O -3.0623 -4.9962 -4.5256 -1.714 0.014 -0.879
H -2.8009 -7.0093 -6.2795 -0.131 0.366 -0.471
H -1.1002 -6.4928 -6.6137 -0.141 -0.199 0.452
H -2.3136 -5.3974 -7.1402 -0.794 -0.199 0.237
C 8.6768 1.4571 -1.5231 0.001 -0.843 1.082
N 8.7612 0.4152 -0.3956 0.845 -0.308 -0.253
O 9.9061 -0.0029 -0.2002 -1.369 0.288 0.185
O 7.7576 0.0410 0.1869 0.714 0.513 -0.509
H 8.4887 2.4182 -1.0444 -0.001 -0.100 -0.117
H 7.8417 1.1539 -2.1546 0.262 0.151 -0.057
H 9.6783 1.3838 -1.9470 -0.462 0.302 -0.338
C 0.8321 -1.1990 0.7395 -0.031 0.019 0.060
N 0.2371 0.1662 0.9693 0.193 1.959 0.824
O -0.5944 0.6097 0.1818 0.850 -1.020 0.692
O 0.6924 0.8431 1.9181 -0.697 -1.697 -1.604
H 0.2179 -1.7695 0.0428 0.012 0.351 0.071
H 0.9410 -1.7289 1.6858 -0.182 0.338 0.010
H 1.8316 -1.0274 0.3400 -0.140 0.060 -0.067
Br -2.1345 8.2385 1.5579 0.509 -0.447 0.913
C -1.7740 7.1307 3.1989 -1.506 -0.679 -0.476
C -1.9854 7.9481 4.4276 0.845 0.955 0.583
Br -1.8359 6.8137 6.0920 0.026 0.746 -1.172
H -0.7791 6.6853 3.1986 -0.129 0.250 -0.401
H -2.5455 6.3649 3.1178 0.314 -0.131 -0.087
H -2.8825 8.5566 4.5421 -0.240 -0.683 -0.289
H -1.1777 8.6777 4.3696 0.189 -0.019 0.924
C 5.0454 6.6388 3.5158 1.974 -0.110 -0.425
C 6.1346 6.8492 2.4683 -0.017 0.598 -0.290
O 5.5244 7.5892 1.4352 0.486 0.561 -1.366
C 6.3711 8.0157 0.3311 -1.045 -0.195 0.599
C 7.2134 9.2087 0.6049 1.130 0.558 1.223
H 5.6207 6.3668 4.4008 -0.540 -0.396 0.346
H 4.5960 7.6144 3.7007 -0.555 -0.414 -0.117
H 4.4549 5.8116 3.1221 -0.648 0.425 0.592
H 6.9983 7.3858 2.8609 0.063 0.268 0.266
H 6.5359 5.9103 2.0867 -0.094 -0.352 -0.101
H 7.0084 7.2026 -0.0164 -0.186 -0.301 -0.116
H 5.6894 8.3580 -0.4475 -0.241 -0.676 -0.119
H 6.6568 10.0493 1.0192 -0.257 0.082 -0.475
H 7.7811 9.4770 -0.2861 -0.245 0.230 -0.111
H 7.9709 9.0279 1.3675 0.165 -0.281 0.089
C -0.9843 -8.8438 1.1860 -1.054 0.521 0.819
C -1.0963 -10.1912 0.5277 1.226 -1.163 0.702
O -0.7431 -11.2080 1.4810 0.143 -1.217 -0.276
C -0.8686 -12.5599 0.9015 -0.583 1.402 1.521
C -0.5338 -13.5940 1.9668 1.249 0.320 -0.355
H -0.0060 -8.4365 1.4411 0.297 -0.537 -0.520
H -1.5274 -8.0788 0.6310 0.079 -0.021 -0.221
H -1.4869 -8.9020 2.1515 -0.207 -0.045 0.093
H -2.0918 -10.4960 0.2049 -0.203 0.766 -0.483
H -0.3485 -10.2699 -0.2614 -0.300 0.046 -0.631
H -1.9190 -12.7064 0.6497 -0.147 0.122 -0.500
H -0.2415 -12.6168 0.0118 0.073 -0.205 -0.018
H 0.4882 -13.4151 2.3010 0.108 0.068 0.126
H -0.4928 -14.5802 1.5045 -0.378 -0.112 0.113
H -1.1508 -13.5774 2.8653 -0.303 0.058 -0.371
C -7.2475 0.6185 1.2947 -1.295 -0.183 0.332
C -7.3648 0.0440 -0.0973 -0.664 -0.181 -1.562
O -8.6918 -0.4240 -0.4472 -0.446 0.077 2.153
C -9.1160 -0.5118 -1.7978 1.493 -0.813 0.347
C -10.5897 -0.9022 -1.8367 0.873 0.797 0.456
H -6.2792 1.0776 1.4938 -0.124 0.138 -0.286
H -8.0887 1.2844 1.4873 0.279 0.516 -0.095
H -7.3943 -0.1505 2.0531 0.190 -0.330 -0.119
H -7.1949 0.7551 -0.9057 0.837 0.473 0.279
H -6.6230 -0.7529 -0.1500 -0.055 -0.338 -0.491
H -8.8588 0.4112 -2.3175 -0.314 0.271 -0.202
H -8.4794 -1.2939 -2.2114 -0.113 -0.222 -0.676
H -10.9057 -1.1851 -2.8408 -0.004 0.047 0.105
H -11.1114 -0.0108 -1.4883 -0.505 -0.233 -0.074
H -10.7355 -1.7124 -1.1222 -0.149 -0.019 -0.168